The following is a quantum chemistry calculation of 2 unconnected molecules or ions with the total composition C2H2ClNO2 at a distorted geometry, from the OMol25 dataset.

Its relative energy (zero: lowest compared OMol25 entry of this formula, charge and spin) is 89.95 kcal per mole. The calculation puts the frontier orbital gap at 8.019 eV.

Each line ends with the Mulliken charge.
CARTESIAN COORDINATES (ANGSTROEM)
C 0.38 0.71 -0.43  0.03
C -0.23 -0.43 0.25  -0.13
N 0.88 -2.00 -0.48  0.20
O 1.43 1.13 -0.09  -0.42
O 1.78 -2.25 0.19  -0.14
Cl -1.86 -1.01 -0.10  -0.17
H 0.02 1.13 -1.48  0.29
H -0.07 -0.41 1.38  0.34

The following is a quantum chemistry calculation of C2H2ClO2P in the gas phase at a distorted geometry, from the OMol25 dataset.

Its spin multiplicity is 3. Its relative energy (zero: lowest compared OMol25 entry of this formula, charge and spin) is 76.33 kcal per mole. The calculation puts the frontier orbital gap (spin up / spin down) at 7.278 / 7.910 eV.

Each line ends with the Löwdin spin population.
CARTESIAN COORDINATES (ANGSTROEM)
C 0.58 0.27 0.28  0.09
C -0.01 -0.78 -0.59  0.73
O -0.46 0.90 0.97  0.01
O -1.74 0.57 0.37  0.27
P -1.71 -0.71 -0.62  0.72
Cl 1.77 1.53 -0.55  0.13
H 1.06 -0.23 1.14  0.02
H 0.51 -1.56 -1.00  0.04

The following is a quantum chemistry calculation of a gas-phase ion, C2H2ClO3 (charge -1) at a distorted geometry, from the OMol25 dataset.

Its SMILES is O=C([O-])[C@H](O)Cl. Its net charge is -1. Its relative energy (zero: lowest compared OMol25 entry of this formula, charge and spin) is 3.97 kcal per mole. The calculation puts the frontier orbital gap at 9.146 eV.

Each line ends with the Mulliken charge.
CARTESIAN COORDINATES (ANGSTROEM)
O 0.57 -1.08 1.14  -0.73
C 0.05 -1.02 0.00  0.72
O -0.36 -1.87 -0.76  -0.67
C 0.04 0.51 -0.44  -0.14
O 0.80 1.19 0.38  -0.49
Cl -2.03 1.00 0.05  -0.48
H 0.01 0.82 -1.48  0.35
H 0.91 0.46 1.12  0.45

The following is a quantum chemistry calculation of a molecular structure, C2H2CuF2LiO at a distorted geometry, from the OMol25 dataset.

Its net charge is +2. Its relative energy (zero: lowest compared OMol25 entry of this formula, charge and spin) is 21.29 kcal per mole. The calculation puts the frontier orbital gap at 9.583 eV.

Each line ends with the Mulliken charge.
CARTESIAN COORDINATES (ANGSTROEM)
F 1.45 0.15 -0.28  -0.19
O -1.83 0.47 0.46  -0.51
C -0.68 0.88 0.44  0.00
C 0.10 -0.08 -0.43  0.37
Cu 3.65 -0.69 -0.87  0.96
H -0.42 1.95 0.44  0.38
H -0.09 -0.07 -1.51  0.33
F -0.11 -1.24 0.37  -0.29
Li -2.08 -1.36 1.39  0.95

The following is a quantum chemistry calculation of a molecular structure, C2H2CuFO2 at a distorted geometry, from the OMol25 dataset.

Its spin multiplicity is 2. Its net charge is +1. Its relative energy (zero: lowest compared OMol25 entry of this formula, charge and spin) is 0.00 kcal per mole. The calculation puts the frontier orbital gap (spin up / spin down) at 9.100 / 9.043 eV.

Each line ends with the Löwdin spin population.
CARTESIAN COORDINATES (ANGSTROEM)
O -1.46 -0.27 -0.48  0.04
C -0.50 0.14 -1.09  0.00
C 0.79 0.26 -0.27  0.00
O 0.78 -0.02 0.90  0.03
H -0.51 0.41 -2.16  0.00
F 1.84 0.64 -0.89  0.00
Cu -1.07 -0.63 1.50  0.58
H -1.99 -1.26 2.66  0.35

The following is a quantum chemistry calculation of a molecular structure, C2H2DyFO at a distorted geometry, from the OMol25 dataset.

Its spin multiplicity is 6. Its net charge is +2. Its relative energy (zero: lowest compared OMol25 entry of this formula, charge and spin) is 26.16 kcal per mole. The calculation puts the frontier orbital gap (spin up / spin down) at 8.598 / 8.515 eV.

Each line ends with the Löwdin spin population.
CARTESIAN COORDINATES (ANGSTROEM)
C -0.12 0.62 0.17  0.46
C -0.53 -0.71 0.36  0.03
F -1.09 1.46 -0.29  0.13
O 0.55 -0.02 -0.88  0.13
H -1.53 -1.00 0.06  0.00
H 0.06 -1.38 0.99  0.00
Dy 2.66 1.02 -0.40  4.24

The following is a quantum chemistry calculation of a molecular structure, C2H2EuF5O6PS2 at a distorted geometry, from the OMol25 dataset.

Its spin multiplicity is 7. Its net charge is +3. The calculation puts the frontier orbital gap (spin up / spin down) at 9.240 / 6.936 eV.

Each line ends with the Löwdin spin population.
CARTESIAN COORDINATES (ANGSTROEM)
O -1.50 2.43 -3.73  0.86
P -1.99 1.49 -2.54  0.09
O -1.31 1.93 -1.11  -0.01
S 0.41 2.10 -1.32  0.00
O 0.74 1.00 -2.17  0.01
O 1.13 1.92 0.21  0.00
S 1.36 0.39 0.79  0.00
O 1.80 0.53 2.15  0.00
O 2.36 -0.37 0.09  0.00
C -0.22 -0.59 0.96  0.00
F -0.75 -0.97 -0.21  0.00
F -1.05 0.16 1.68  0.00
C 0.05 -1.91 1.82  0.00
F -0.53 -2.94 1.25  0.00
F -0.41 -1.83 3.03  0.00
F 1.45 -2.20 1.90  -0.01
H -3.40 1.62 -2.48  0.03
H -1.72 0.13 -2.88  0.03
Eu 3.59 -2.90 2.57  5.01

The following is a quantum chemistry calculation of 2 unconnected molecules or ions with the total composition C2H2F2O2 at a distorted geometry, from the OMol25 dataset.

Its SMILES is O=C(F)F.C=O. Its relative energy (zero: lowest compared OMol25 entry of this formula, charge and spin) is 24.41 kcal per mole. The calculation puts the frontier orbital gap at 11.149 eV.

Each line ends with the Mulliken charge.
CARTESIAN COORDINATES (ANGSTROEM)
O 1.30 -0.69 -0.62  -0.42
C 0.38 -0.30 -1.26  0.75
F -0.57 -1.15 -1.77  -0.17
F 0.15 0.94 -1.60  -0.14
C -0.27 0.33 1.33  -0.13
O -1.23 0.65 0.66  -0.42
H 0.13 0.98 2.03  0.31
H 0.11 -0.76 1.23  0.24

The following is a quantum chemistry calculation of C2H2F2O3 in the gas phase at a distorted geometry, from the OMol25 dataset.

Its SMILES is O=C(O)C(O)(F)F. Its relative energy (zero: lowest compared OMol25 entry of this formula, charge and spin) is 0.00 kcal per mole. The calculation puts the frontier orbital gap at 12.148 eV.

Each line ends with the Mulliken charge.
CARTESIAN COORDINATES (ANGSTROEM)
O 1.46 -0.74 -0.09  -0.55
C 0.68 0.17 -0.10  0.41
O 0.96 1.44 0.00  -0.41
C -0.85 -0.12 -0.02  0.85
O -1.09 -1.43 -0.02  -0.53
F -1.48 0.49 -1.05  -0.26
F -1.34 0.47 1.14  -0.27
H 1.90 1.63 0.12  0.38
H -0.25 -1.92 0.02  0.39

The following is a quantum chemistry calculation of 2 unconnected molecules or ions with the total composition C2H2F2OS at a distorted geometry, from the OMol25 dataset.

Its SMILES is C=C(F)F.O=S. Its relative energy (zero: lowest compared OMol25 entry of this formula, charge and spin) is 58.23 kcal per mole. The calculation puts the frontier orbital gap (spin up / spin down) at 7.783 / 7.720 eV.

Each line ends with the Mulliken charge.
CARTESIAN COORDINATES (ANGSTROEM)
C 0.85 0.28 1.03  -0.59
C 0.71 0.10 -0.26  0.52
F -0.13 0.77 -1.04  -0.23
F 1.47 -0.62 -1.02  -0.22
H 1.67 -0.14 1.62  0.28
H 0.17 1.03 1.43  0.24
O -2.39 -0.62 -0.16  -0.28
S -2.35 -0.79 -1.60  0.27

The following is a quantum chemistry calculation of C2H2F2S in the gas phase at a distorted geometry, from the OMol25 dataset.

Its SMILES is FCC(F)=S. Its relative energy (zero: lowest compared OMol25 entry of this formula, charge and spin) is 11.39 kcal per mole. The calculation puts the frontier orbital gap at 9.278 eV.

Each line ends with the Mulliken charge.
CARTESIAN COORDINATES (ANGSTROEM)
F -0.22 -1.63 -0.15  -0.26
C 0.11 -0.40 0.14  -0.07
C 1.65 -0.44 0.07  0.31
F 2.09 -1.72 0.07  -0.17
S 2.67 0.80 -0.06  -0.23
H -0.43 0.38 -0.44  0.24
H -0.28 -0.31 1.22  0.18

The following is a quantum chemistry calculation of a molecular structure, C2H2F3NO3 at a distorted geometry, from the OMol25 dataset.

Its relative energy (zero: lowest compared OMol25 entry of this formula, charge and spin) is 69.55 kcal per mole. The calculation puts the frontier orbital gap (spin up / spin down) at 8.479 / 8.461 eV.

Each line ends with the Mulliken charge.
CARTESIAN COORDINATES (ANGSTROEM)
C 0.20 -0.15 -0.54  -0.16
C -2.73 -0.09 0.04  0.62
N -0.13 -1.40 -0.01  0.83
O -0.25 -2.42 -0.62  -0.59
O -0.18 -1.29 1.30  -0.55
O 0.37 0.71 0.39  -0.51
F -2.60 0.37 1.23  -0.19
F -3.02 0.92 -0.82  -0.21
F -3.51 -1.13 -0.05  -0.18
H 0.31 0.08 -1.61  0.40
H -0.07 -0.02 1.27  0.52

The following is a quantum chemistry calculation of 3 unconnected molecules or ions with the total composition C2H2F4O2 at a distorted geometry, from the OMol25 dataset.

Its relative energy (zero: lowest compared OMol25 entry of this formula, charge and spin) is 31.54 kcal per mole. The calculation puts the frontier orbital gap at 10.056 eV.

Each line ends with the Mulliken charge.
CARTESIAN COORDINATES (ANGSTROEM)
C 1.57 0.96 1.00  0.09
C 2.19 -2.49 2.25  0.75
O 1.11 -1.06 0.53  -0.56
O 1.77 -3.53 1.99  -0.38
F 1.80 0.86 2.24  -0.04
F 0.32 1.45 0.84  -0.16
F 3.36 -2.06 1.76  -0.22
F 1.98 -1.68 3.24  -0.17
H 0.08 -1.00 0.32  0.34
H 1.55 -1.37 -0.31  0.35

The following is a quantum chemistry calculation of 2 unconnected molecules or ions with the total composition C2H2F5P at a distorted geometry, from the OMol25 dataset.

Its relative energy (zero: lowest compared OMol25 entry of this formula, charge and spin) is 37.28 kcal per mole. The calculation puts the frontier orbital gap at 10.674 eV.

Each line ends with the Mulliken charge.
CARTESIAN COORDINATES (ANGSTROEM)
C -0.72 0.45 0.74  0.60
C -0.18 -0.59 -0.28  0.69
F -2.04 0.47 0.75  -0.24
F -0.26 1.64 0.40  -0.20
F -0.27 0.14 1.96  -0.23
F -0.69 0.41 -1.77  -0.49
F -0.93 -1.59 -0.40  -0.15
P 1.55 -0.87 -0.29  -0.15
H 1.80 0.27 0.39  0.06
H 1.76 -0.32 -1.49  0.10

The following is a quantum chemistry calculation of a molecular structure, C2H2FHoO at a distorted geometry, from the OMol25 dataset.

Its spin multiplicity is 6. Its net charge is +1. The calculation puts the frontier orbital gap (spin up / spin down) at 4.890 / 5.741 eV.

Each line ends with the Löwdin spin population.
CARTESIAN COORDINATES (ANGSTROEM)
C -0.82 0.19 -0.21  0.43
C 0.24 -0.62 -0.45  0.18
O 0.73 -0.75 0.79  0.44
H -1.88 0.08 -0.42  0.02
F -0.46 1.46 0.27  0.12
H 0.08 -1.54 -1.03  0.01
Ho 2.10 1.18 1.04  3.79

The following is a quantum chemistry calculation of C2H2FI in the gas phase at a distorted geometry, from the OMol25 dataset.

Its SMILES is C=C(F)I. Its relative energy (zero: lowest compared OMol25 entry of this formula, charge and spin) is 8.24 kcal per mole. The calculation puts the frontier orbital gap at 10.030 eV.

Each line ends with the Mulliken charge.
CARTESIAN COORDINATES (ANGSTROEM)
C -0.48 -0.02 0.03  -0.56
C -1.54 -0.74 -0.11  0.20
F -1.72 -2.20 0.01  -0.25
I -3.41 0.18 0.00  0.09
H -0.77 0.98 0.14  0.22
H 0.52 -0.36 -0.13  0.29

The following is a quantum chemistry calculation of a molecular structure, C2H2FIrLiO2 at a distorted geometry, from the OMol25 dataset.

Its spin multiplicity is 5. Its net charge is +3. Its relative energy (zero: lowest compared OMol25 entry of this formula, charge and spin) is 0.00 kcal per mole. The calculation puts the frontier orbital gap (spin up / spin down) at 7.288 / 7.787 eV.

Each line ends with the Löwdin spin population.
CARTESIAN COORDINATES (ANGSTROEM)
H -1.17 1.04 -0.71  0.16
O -1.16 -1.24 0.50  0.28
C -1.11 -0.03 0.19  0.11
C 0.16 0.44 -0.49  0.37
O 1.24 0.00 0.09  0.30
Li 0.45 -2.06 0.95  0.01
Ir 2.92 0.52 -0.14  2.71
F -1.52 0.84 1.21  0.04
H 0.20 0.49 -1.59  0.03

The following is a quantum chemistry calculation of a molecular structure, C2H2FKNaO2 at a distorted geometry, from the OMol25 dataset.

Its spin multiplicity is 2. Its relative energy (zero: lowest compared OMol25 entry of this formula, charge and spin) is 75.51 kcal per mole. The calculation puts the frontier orbital gap (spin up / spin down) at 4.090 / 7.743 eV.

Each line ends with the Löwdin spin population.
CARTESIAN COORDINATES (ANGSTROEM)
O 0.73 0.30 -0.83  0.13
C 0.40 -0.77 -0.44  0.03
C -0.01 -1.98 -0.17  0.01
Na 3.36 0.88 -0.61  0.72
H 0.01 -2.35 0.85  0.00
H -0.23 -2.65 -1.00  0.00
K -1.17 2.60 -0.68  0.11
O -2.05 1.46 1.20  0.00
F -1.05 2.51 1.70  0.00

The following is a quantum chemistry calculation of a molecular structure, C2H2FLiO2 at a distorted geometry, from the OMol25 dataset.

Its relative energy (zero: lowest compared OMol25 entry of this formula, charge and spin) is 87.74 kcal per mole. The calculation puts the frontier orbital gap at 7.727 eV.

Each line ends with the Mulliken charge.
CARTESIAN COORDINATES (ANGSTROEM)
F 1.58 0.67 -1.23  -0.22
C 0.45 0.27 -0.68  0.28
C -0.68 0.90 -0.43  -0.46
H -0.73 1.96 -0.17  0.29
O 0.59 -1.17 -0.16  -0.31
O -0.58 -1.46 0.66  -0.72
H -1.42 0.05 0.14  0.26
Li 0.79 -1.23 1.87  0.89

The following is a quantum chemistry calculation of a molecular structure, C2H2FMgO at a distorted geometry, from the OMol25 dataset.

Its net charge is +1. Its relative energy (zero: lowest compared OMol25 entry of this formula, charge and spin) is 1.26 kcal per mole. The calculation puts the frontier orbital gap at 6.437 eV.

Each line ends with the Mulliken charge.
CARTESIAN COORDINATES (ANGSTROEM)
C -0.31 0.05 0.20  0.15
C 0.76 -0.72 0.05  -0.25
O -0.46 1.35 0.02  -0.46
H 0.53 -1.79 -0.03  0.53
H -1.49 1.45 -0.17  0.43
Mg 2.66 0.03 -0.02  0.88
F -1.70 -0.38 -0.04  -0.28